This record from OMol25 describes 13 unconnected molecules or ions with the total composition C52H88O29 at a distorted geometry. The level of theory is ωB97M-V/def2-TZVPD.

Each line ends with the Löwdin charge.
Element x y z (Å)
C: 0.29687 3.01552 6.56152  -0.105
C: 0.20108 2.50838 5.10244  -0.165
C: 1.41074 1.63515 5.00266  -0.207
O: 1.67902 1.19510 6.32075  -0.167
C: 1.56396 2.27331 7.15066  -0.210
H: -0.62349 2.66276 7.02693  0.102
H: 0.45322 4.09328 6.60705  0.102
H: 0.29300 3.29632 4.35492  0.101
H: -0.68169 1.88360 4.96654  0.087
H: 2.25919 2.09982 4.50035  0.122
H: 1.24206 0.64135 4.58793  0.113
H: 2.62413 2.48911 7.01810  0.127
H: 1.39366 1.92060 8.16786  0.116
C: -6.75705 -3.05346 -0.23860  -0.148
C: -5.75693 -1.99976 -0.82371  -0.130
C: -4.94126 -1.45715 0.37313  -0.240
O: -5.60970 -1.97116 1.45945  -0.151
C: -6.26933 -3.22098 1.16941  -0.181
H: -6.81814 -3.98399 -0.80294  0.108
H: -7.79106 -2.71263 -0.29108  0.106
H: -6.39994 -1.20104 -1.19341  0.097
H: -5.26876 -2.14766 -1.78699  0.093
H: -4.77790 -0.37983 0.34505  0.098
H: -3.97532 -1.95623 0.29585  0.100
H: -7.04672 -3.45418 1.89699  0.123
H: -5.51529 -4.00529 1.23554  0.108
C: 1.86421 1.65715 -2.86334  -0.155
C: 1.75754 2.92216 -3.73467  -0.146
C: 3.12953 3.58475 -3.45213  -0.174
O: 3.98060 2.52848 -3.02648  -0.161
C: 3.33755 1.25428 -3.17096  -0.164
H: 1.09878 0.89614 -3.01524  0.108
H: 1.70791 1.89985 -1.81226  0.085
H: 0.98746 3.57162 -3.31840  0.076
H: 1.56622 2.79604 -4.80031  0.115
H: 3.25875 4.46146 -2.81748  0.121
H: 3.38463 3.82652 -4.48391  0.109
H: 3.63716 0.50274 -2.44054  0.093
H: 3.48004 0.81675 -4.15907  0.121
C: -4.48411 2.68521 -4.03914  -0.182
C: -4.09443 2.63118 -2.60622  -0.198
C: -4.96081 1.51943 -2.08858  -0.217
O: -5.39622 0.87293 -3.27660  -0.158
C: -4.57169 1.21227 -4.43883  -0.125
H: -3.88577 3.35691 -4.65469  0.115
H: -5.49574 3.09093 -4.04893  0.121
H: -4.19996 3.57071 -2.06378  0.109
H: -3.05581 2.35289 -2.42757  0.103
H: -5.76884 1.95266 -1.49909  0.115
H: -4.52098 0.76807 -1.43275  0.081
H: -4.94428 0.99701 -5.44030  0.125
H: -3.62727 0.67239 -4.37029  0.102
C: -1.93687 -4.70612 1.24441  -0.200
C: -0.71971 -4.96052 2.06743  -0.183
C: -0.37267 -6.41925 1.92757  -0.189
O: -1.41398 -6.97655 1.12026  -0.134
C: -2.53806 -6.01183 1.04571  -0.198
H: -1.52963 -4.57623 0.24172  0.121
H: -2.59940 -3.92406 1.61526  0.117
H: -0.81253 -4.54298 3.07000  0.107
H: 0.11426 -4.38200 1.67006  0.103
H: -0.47744 -6.82044 2.93562  0.115
H: 0.60427 -6.64934 1.50242  0.121
H: -3.23853 -6.20562 1.85804  0.116
H: -3.08136 -6.12469 0.10753  0.122
C: 4.70765 -5.82221 -3.54383  -0.008
C: 4.01581 -4.50818 -3.12709  -0.308
C: 4.58233 -3.20784 -3.74662  -0.066
O: 3.41199 -2.58932 -4.22058  0.090
C: 2.34687 -3.28234 -3.94734  -0.623
O: 1.26717 -2.83477 -4.18846  0.155
O: 2.70040 -4.53233 -3.63106  0.091
H: 4.92711 -5.83439 -4.61143  0.085
H: 4.24432 -6.78772 -3.34080  0.088
H: 5.70458 -5.79926 -3.10371  0.075
H: 3.92452 -4.37139 -2.04957  0.148
H: 5.28822 -3.56149 -4.49812  0.136
H: 4.95480 -2.58621 -2.93240  0.122
C: -0.45133 4.04596 -1.01049  -0.009
C: -0.58863 5.42637 -0.28339  -0.291
C: 0.14628 5.27596 1.05987  -0.093
O: 1.20160 6.18959 0.87724  0.065
C: 1.22142 6.78994 -0.28742  -0.512
O: 2.18125 7.43106 -0.66070  0.148
O: 0.17756 6.29270 -1.09030  0.063
H: -0.59828 4.10293 -2.08904  0.072
H: -1.24589 3.45714 -0.55217  0.070
H: 0.53415 3.58317 -0.95778  0.072
H: -1.61547 5.78170 -0.19716  0.148
H: 0.29343 4.24094 1.36838  0.116
H: -0.45274 5.82616 1.78551  0.134
C: -2.38132 -2.03274 -3.23627  0.015
C: -2.43889 -2.87192 -4.58607  -0.317
C: -2.52852 -4.36213 -4.47749  -0.082
O: -3.55097 -4.69058 -5.46434  0.047
C: -4.24656 -3.52638 -5.78858  -0.494
O: -5.23502 -3.45803 -6.49743  0.136
O: -3.68944 -2.53758 -5.07438  0.061
H: -3.29036 -1.98651 -2.63661  0.061
H: -2.10841 -0.99937 -3.45023  0.072
H: -1.70234 -2.44504 -2.48988  0.070
H: -1.65926 -2.64654 -5.31372  0.153
H: -2.95631 -4.52185 -3.48775  0.129
H: -1.57308 -4.87935 -4.56538  0.139
C: 4.92592 2.94059 0.08359  -0.005
C: 4.23924 4.29939 0.24740  -0.310
C: 4.27780 4.82208 1.67234  -0.108
O: 4.54102 6.20953 1.47157  0.025
C: 5.29041 6.31775 0.25386  -0.477
O: 6.11442 7.13073 -0.12495  0.138
O: 5.21228 5.13500 -0.32674  0.056
H: 4.35417 2.10523 0.48781  0.070
H: 5.81766 2.91464 0.70987  0.093
H: 5.03243 2.75388 -0.98500  0.074
H: 3.32276 4.52796 -0.29659  0.145
H: 5.10334 4.43434 2.26920  0.138
H: 3.28328 4.70127 2.10181  0.126
C: 8.49519 -3.50026 -2.31199  -0.004
C: 7.65620 -3.04016 -1.13269  -0.334
C: 8.28481 -2.37423 0.13052  -0.092
O: 7.29519 -1.51098 0.60477  0.074
C: 6.42906 -1.33355 -0.44204  -0.463
O: 5.45434 -0.55211 -0.52083  0.099
O: 6.87810 -1.98044 -1.53650  0.046
H: 8.11690 -3.16217 -3.27671  0.091
H: 8.77732 -4.54776 -2.20593  0.086
H: 9.52524 -3.14378 -2.31654  0.081
H: 6.96547 -3.79629 -0.75951  0.152
H: 9.15392 -1.77786 -0.14712  0.142
H: 8.40824 -3.05136 0.97572  0.142
C: -3.06626 -0.58826 5.87737  0.000
C: -2.39539 -1.27213 4.69475  -0.308
C: -1.95250 -0.46054 3.48491  -0.038
O: -0.63104 -1.02016 3.22640  0.040
C: -0.27359 -1.80512 4.26601  -0.523
O: 0.81776 -2.39671 4.31606  0.100
O: -1.21970 -1.86031 5.23848  0.084
H: -2.27022 -0.00678 6.34246  0.084
H: -3.47308 -1.05720 6.77330  0.088
H: -3.84747 0.11245 5.58270  0.075
H: -2.95595 -2.11837 4.29760  0.150
H: -1.84076 0.61165 3.64624  0.101
H: -2.64131 -0.75104 2.69166  0.136
C: 2.00735 -1.58169 -0.72681  0.018
C: 0.93153 -1.05827 0.22374  -0.339
C: 1.06365 0.31354 0.77361  -0.101
O: -0.15406 0.93604 0.43525  0.026
C: -0.96243 0.01403 -0.25059  -0.503
O: -2.13215 0.18412 -0.51908  0.128
O: -0.22691 -1.02234 -0.52629  0.110
H: 2.01794 -0.88016 -1.56098  0.072
H: 1.75551 -2.57872 -1.08820  0.090
H: 2.94607 -1.47223 -0.18374  0.083
H: 0.91974 -1.75238 1.06409  0.145
H: 1.93600 0.86740 0.42669  0.131
H: 1.02083 0.24499 1.86060  0.123
C: -5.42137 3.11938 4.17571  0.014
C: -4.53342 2.79086 2.88476  -0.289
C: -4.28728 3.88722 1.78150  -0.084
O: -2.93977 3.82885 1.54168  0.092
C: -2.38936 3.00882 2.39940  -0.485
O: -1.15080 2.76475 2.42318  0.078
O: -3.25629 2.56527 3.32108  0.075
H: -4.70124 3.65315 4.79587  0.086
H: -5.73248 2.19661 4.66543  0.071
H: -6.35977 3.61993 3.93705  0.080
H: -5.02095 1.96150 2.37234  0.145
H: -4.69546 4.87629 1.98945  0.140
H: -4.72532 3.56485 0.83688  0.128

Force components x, y, z for each atom (eV/Å):
C 1.23 0.34 -0.14
C 0.53 0.39 0.15
C 0.14 -2.30 0.15
O -0.57 -2.94 -1.15
C -0.51 0.10 0.28
H 0.31 0.44 0.68
H -0.53 0.02 0.16
H -0.57 -0.04 0.11
H -0.11 0.46 -0.14
H 0.31 0.26 0.20
H -0.10 0.33 -1.11
H -0.05 2.86 0.91
H 0.01 0.10 0.07
C 0.25 -0.17 -1.13
C -1.79 1.50 -0.86
C 0.43 -2.14 -2.30
O -1.25 0.27 2.72
C 0.87 0.44 -0.17
H 0.52 -0.16 0.05
H 0.13 0.48 0.26
H -0.23 0.42 0.31
H 0.62 -1.00 0.45
H -0.37 -0.07 0.52
H 0.66 0.24 0.15
H 0.12 0.47 0.13
H 0.13 -0.27 -0.05
C 0.04 -0.44 -1.30
C -0.73 0.80 2.36
C -0.16 -1.16 -2.27
O 0.85 -0.82 0.48
C -1.63 0.70 1.07
H 0.10 -0.18 -0.66
H 0.57 0.29 0.16
H -0.23 0.00 -0.36
H 0.16 -0.38 0.19
H -0.43 -0.23 0.20
H 0.90 0.78 0.11
H 0.79 0.42 0.17
H -0.15 0.18 -0.25
C 0.47 0.88 -1.54
C 1.67 0.27 1.39
C -0.18 -0.27 -0.25
O -1.29 -2.17 -0.93
C 0.09 1.35 2.15
H 0.31 -0.16 -0.02
H -0.17 -0.07 -0.40
H -0.33 0.11 -0.08
H 0.31 -0.01 -0.44
H -0.77 -0.20 -0.42
H 0.62 0.19 -0.09
H -0.98 -0.09 0.54
H 0.30 0.13 0.12
C 1.00 0.78 -1.63
C 1.74 1.87 0.49
C -1.51 -0.30 0.91
O -1.03 0.66 -0.78
C -0.40 -2.61 1.17
H -0.25 1.41 -0.21
H 0.09 0.02 -0.34
H -0.08 -0.69 0.36
H 0.03 0.29 -0.08
H 0.45 -0.62 0.03
H -0.16 0.06 -0.04
H -0.18 -0.53 0.18
H 0.29 -0.24 -0.05
C 0.91 0.85 -0.08
C 0.24 -1.18 -0.01
C -0.05 -1.44 1.33
O 2.07 1.98 -0.53
C -1.36 -0.23 -1.79
O -0.69 -0.72 0.70
O -1.59 -0.33 0.54
H -0.33 0.28 -0.22
H -0.38 0.45 0.50
H 0.09 -0.25 0.31
H 0.24 -0.40 0.20
H 0.04 1.04 -0.38
H 0.68 0.05 -0.56
C -1.42 0.72 0.09
C 0.82 -3.07 -1.58
C -2.46 2.40 -0.11
O 1.55 -0.65 1.59
C 1.85 -0.67 -2.72
O -2.27 -0.34 0.24
O 1.46 2.34 1.48
H -0.60 0.36 0.06
H 0.34 -0.75 -0.21
H 0.03 0.16 0.81
H 0.07 -0.11 -0.08
H 0.87 0.30 -0.13
H -0.29 -0.79 0.62
C 0.99 -0.73 -0.41
C 0.77 1.04 2.08
C -1.10 0.11 0.94
O 0.21 0.46 -0.51
C -1.07 -1.11 -0.16
O 2.45 -0.20 1.55
O -2.01 1.14 -1.92
H -0.57 -0.29 -0.81
H 0.17 -0.11 0.00
H 0.66 0.02 -0.40
H 0.09 0.67 0.13
H -0.06 -0.74 0.07
H -0.38 -0.16 -0.51
C -1.59 -0.55 0.27
C 1.78 -0.97 0.60
C -1.06 0.53 -0.62
O 1.01 1.50 -1.48
C 2.08 0.15 1.25
O -2.64 -0.62 1.45
O 0.34 0.70 -1.86
H -0.48 -0.03 -0.06
H 0.33 0.31 -0.60
H 0.55 -0.09 0.21
H -0.39 -0.62 0.29
H -0.24 -0.43 0.03
H 0.26 0.14 0.55
C 1.55 -0.24 0.72
C 1.17 -0.52 1.12
C 1.09 -1.50 -0.07
O -2.56 0.79 -1.32
C -2.55 4.07 -0.64
O 3.31 -3.00 1.04
O -1.84 1.43 -0.45
H -0.46 -0.58 0.16
H -0.96 -0.38 -0.52
H -0.01 0.97 0.39
H 0.10 -0.59 -0.20
H 0.27 -0.23 0.20
H 0.84 -0.22 -0.40
C 0.12 1.70 0.10
C -1.32 -1.07 1.37
C 0.34 -0.30 0.50
O -0.74 -0.11 0.35
C 3.48 -1.92 0.61
O -3.35 1.84 -0.20
O 1.52 0.11 -1.35
H 0.12 0.50 -0.20
H 0.03 -1.31 -0.69
H 0.05 0.08 -0.33
H -0.44 0.00 0.15
H -0.13 -0.15 -0.17
H 0.32 0.59 -0.39
C -0.12 1.41 0.50
C 2.40 -1.99 -0.37
C 0.17 0.66 1.26
O -1.92 -0.22 -1.34
C -0.67 2.37 0.98
O 1.66 -0.05 0.27
O -1.90 -1.70 -0.84
H 0.23 -0.18 -0.27
H 0.23 -0.02 0.22
H 0.29 -0.54 -0.31
H -0.86 -0.26 -0.02
H -0.11 0.17 -0.13
H 0.66 0.23 0.05
C 1.21 -0.40 -1.64
C -3.60 1.51 0.16
C -3.18 -0.65 -0.31
O 1.49 0.58 -0.24
C 6.20 -0.93 1.08
O -4.81 0.67 -0.08
O 1.90 -1.13 0.01
H -0.68 0.37 0.37
H 0.37 -0.12 -0.02
H 0.35 0.47 -0.03
H 0.57 -0.56 0.10
H 0.55 0.18 0.34
H -0.54 0.03 0.12

Frontier orbital gap: 9.43 eV
Net charge: 0
Energy above the lowest of the compared OMol25 structures with the same formula, charge and spin: 139.8 kcal per mole
LUMO level: 0.02 eV
2S+1: 1
Calculated total energy: -4215.9264 Ha
Strongest force on any atom: 6.4 eV Å⁻¹
HOMO level: -9.408 eV